The following is a DFT calculation (wB97M-V/def2-TZVPD) of a molecular structure, C7H24BClF2N6O17SSi2 at a distorted geometry.

As for the spin multiplicity: 1. The value obtained for the orbital gap is 0.3525 hartree. The electronic energy comes out at -96608.2440 eV. The largest force on an atom is 0.1408 hartree/bohr.

Each line ends with the natural charge from an NBO analysis.
Positions of all 61 atoms, in Å:
O (2.29, -2.52, 1.91)  -0.82
S (1.18, -2.41, 0.83)  1.78
O (1.63, -2.81, -0.60)  -0.84
F (-0.12, -3.52, 1.23)  -0.49
Si (0.24, -0.42, 0.82)  1.38
Cl (0.66, 0.58, 2.66)  -0.33
O (-1.46, -0.69, 0.48)  -1.19
Si (-2.51, 0.28, 1.49)  1.87
F (-2.42, -0.14, 3.24)  -0.65
C (-4.34, -0.23, 0.97)  -1.30
B (-4.26, -1.90, 0.79)  1.22
O (-3.83, -2.50, -0.51)  -0.96
O (-4.56, -2.86, 1.89)  -0.96
H (0.89, 0.39, -0.25)  -0.11
H (-2.39, 1.72, 1.25)  -0.20
H (-4.69, 0.31, -0.02)  0.30
H (-5.04, -0.03, 1.89)  0.28
H (-4.63, -2.53, -1.11)  0.51
H (-3.74, -2.91, 2.50)  0.51
C (4.91, -0.22, 0.21)  -0.49
N (4.33, 1.05, 0.71)  0.53
O (5.08, 2.03, 0.81)  -0.37
O (3.12, 1.04, 1.00)  -0.41
H (5.97, -0.06, 0.00)  0.24
H (4.78, -0.97, 0.99)  0.26
H (4.38, -0.49, -0.70)  0.24
C (7.98, 1.18, 3.20)  -0.49
N (7.92, 0.23, 2.05)  0.52
O (7.28, -0.82, 2.23)  -0.38
O (8.50, 0.57, 1.02)  -0.37
H (7.43, 0.76, 4.04)  0.23
H (9.04, 1.31, 3.45)  0.24
H (7.54, 2.12, 2.87)  0.25
C (-1.15, -3.72, -3.62)  -0.48
N (-2.28, -2.84, -3.22)  0.53
O (-2.02, -1.66, -2.97)  -0.37
O (-3.40, -3.36, -3.15)  -0.39
H (-0.23, -3.13, -3.63)  0.24
H (-1.08, -4.52, -2.89)  0.25
H (-1.37, -4.10, -4.62)  0.23
C (-4.28, -0.82, -4.97)  -0.49
N (-5.11, 0.40, -4.82)  0.52
O (-5.30, 0.82, -3.67)  -0.37
O (-5.56, 0.91, -5.85)  -0.39
H (-3.95, -1.15, -3.98)  0.25
H (-4.89, -1.58, -5.46)  0.24
H (-3.42, -0.55, -5.59)  0.23
C (-3.09, 3.54, -3.67)  -0.48
N (-2.34, 2.63, -2.78)  0.52
O (-1.12, 2.84, -2.65)  -0.38
O (-2.98, 1.73, -2.23)  -0.37
H (-2.40, 4.28, -4.08)  0.23
H (-3.53, 2.94, -4.47)  0.24
H (-3.86, 4.03, -3.07)  0.24
C (1.53, 2.06, 5.33)  -0.49
N (2.00, 3.14, 6.23)  0.52
O (1.35, 4.19, 6.25)  -0.37
O (3.02, 2.91, 6.89)  -0.38
H (0.63, 2.40, 4.81)  0.23
H (2.33, 1.85, 4.61)  0.24
H (1.31, 1.19, 5.94)  0.24

The following is a DFT calculation (wB97M-V/def2-TZVPD) of 7 unconnected molecules or ions with the total composition C7H24N4O11 at a distorted geometry.

As for the spin multiplicity: 1. The value obtained for the orbital gap is 0.3553 hartree. The electronic energy comes out at -36117.7760 eV. Its structure (SMILES) is C[N+](=O)[O-].C[N+](=O)[O-].C[N+](=O)[O-].C[N+](=O)[O-].CO.CO.CO. The largest force on an atom is 0.0218 hartree/bohr.

Each line ends with the natural charge from an NBO analysis.
Positions of all 46 atoms, in Å:
C (-0.71, -20.09, 1.49)  -0.49
N (-2.06, -20.74, 1.66)  0.54
O (-2.80, -20.75, 0.72)  -0.37
O (-2.28, -21.21, 2.75)  -0.38
H (-0.56, -19.54, 2.41)  0.22
H (-0.75, -19.46, 0.61)  0.23
H (-0.01, -20.91, 1.36)  0.24
C (3.88, -12.74, 3.10)  -0.48
N (4.60, -11.56, 3.64)  0.53
O (4.28, -10.48, 3.19)  -0.38
O (5.35, -11.72, 4.57)  -0.37
H (3.80, -12.68, 2.02)  0.23
H (2.93, -12.73, 3.62)  0.24
H (4.46, -13.61, 3.39)  0.23
C (1.56, -16.29, 2.09)  -0.49
N (1.10, -14.90, 1.83)  0.54
O (1.07, -14.13, 2.76)  -0.39
O (0.81, -14.65, 0.69)  -0.38
H (0.64, -16.87, 2.06)  0.23
H (1.97, -16.36, 3.09)  0.23
H (2.34, -16.49, 1.36)  0.25
C (0.35, -11.21, 4.36)  -0.49
N (-0.91, -11.43, 5.10)  0.54
O (-0.90, -11.28, 6.30)  -0.37
O (-1.88, -11.74, 4.45)  -0.37
H (1.06, -12.02, 4.53)  0.23
H (0.78, -10.28, 4.71)  0.24
H (0.17, -11.14, 3.30)  0.23
C (-0.83, -11.67, 0.36)  -0.24
O (-1.84, -12.60, 0.04)  -0.72
H (-0.65, -11.59, 1.43)  0.16
H (0.12, -11.96, -0.11)  0.16
H (-1.08, -10.74, -0.13)  0.18
H (-1.75, -13.42, 0.53)  0.47
C (0.10, -17.43, 6.11)  -0.24
O (-0.44, -16.13, 6.31)  -0.72
H (-0.56, -18.15, 6.59)  0.18
H (0.29, -17.71, 5.07)  0.15
H (1.10, -17.51, 6.56)  0.17
H (-1.24, -16.21, 6.82)  0.47
C (4.32, -17.66, -2.13)  -0.25
O (3.29, -17.78, -1.16)  -0.74
H (3.90, -17.54, -3.13)  0.17
H (4.95, -16.79, -1.93)  0.17
H (4.92, -18.57, -2.17)  0.18
H (2.50, -17.35, -1.47)  0.47

no.,LUMO (eV)
1,-1.0
2,-0.5